No. 1
50
Properties=species:S:1:pos:R:3 method="wB97M-V/def2-TZVPD" total_charge=-1 energy_ev=-106005.7631 mol_weight_g_mol=449.1
Ni -0.59 0.21 0.88
C -4.27 -1.57 0.82
C -3.41 -0.34 0.60
C -4.04 0.63 -0.39
O -2.11 -0.77 0.10
C -3.15 0.40 1.93
O -4.14 0.68 2.60
O -1.94 0.68 2.19
H -4.48 -2.07 -0.13
H -5.20 -1.27 1.29
H -3.75 -2.27 1.48
H -4.23 0.13 -1.35
H -3.39 1.48 -0.56
H -4.98 0.98 0.01
H -2.10 -0.76 -0.87
Cl -1.21 3.05 -0.10
C -0.23 3.57 1.30
Cl -1.27 3.94 2.69
C 0.90 2.59 1.71
O 1.91 3.16 2.12
O 0.74 1.34 1.62
H 0.24 4.50 1.00
C 2.18 -0.90 -3.02
Si 1.07 0.13 -1.87
C -0.54 0.40 -2.84
C 1.93 1.79 -1.69
C 0.69 -0.73 -0.29
Si 2.09 -1.35 0.76
C 2.71 -3.01 0.07
C 3.58 -0.22 0.84
C 1.52 -1.73 2.52
H 2.31 -0.40 -3.99
H 1.76 -1.89 -3.19
H 3.17 -1.03 -2.58
H -0.35 0.84 -3.82
H -1.22 1.06 -2.29
H -1.05 -0.56 -3.01
H 2.07 2.24 -2.67
H 2.92 1.67 -1.23
H 1.36 2.48 -1.07
H 0.13 -1.64 -0.59
H 3.08 -2.90 -0.95
H 1.90 -3.75 0.05
H 3.52 -3.41 0.68
H 4.06 -0.11 -0.14
H 4.32 -0.63 1.53
H 3.29 0.77 1.21
H 0.65 -2.39 2.51
H 1.24 -0.81 3.03
H 2.31 -2.22 3.09

No. 2
48
Properties=species:S:1:pos:R:3 method="wB97M-V/def2-TZVPD" total_charge=0 energy_ev=-98418.3344 smiles="[H]/N=C(/C)C[Si@@H](C)CC=C.ClCCCl.ClCCCl.ClCCCl" mol_weight_g_mol=438.2
H 3.32 -4.86 -1.00
N 3.58 -4.78 -0.01
C 2.81 -3.93 0.58
C 3.06 -3.71 2.10
C 1.69 -3.22 -0.25
Si 2.02 -1.34 -0.41
C 0.83 -0.24 0.58
C 3.79 -0.92 0.20
C 4.90 -1.45 -0.77
C 5.43 -0.51 -1.71
H 4.12 -3.37 2.22
H 2.94 -4.70 2.60
H 2.42 -2.92 2.56
H 1.69 -3.63 -1.29
H 0.69 -3.45 0.19
H 1.82 -0.99 -1.83
H 0.87 -0.53 1.66
H 1.24 0.81 0.52
H -0.20 -0.19 0.17
H 3.86 0.20 0.19
H 3.98 -1.22 1.26
H 5.24 -2.52 -0.78
H 6.46 -0.11 -1.63
H 4.71 -0.20 -2.51
Cl -0.39 -0.67 -3.33
C -1.91 0.20 -3.68
C -2.03 1.53 -2.97
Cl -2.25 1.36 -1.21
H -2.74 -0.46 -3.42
H -1.92 0.36 -4.75
H -2.90 2.07 -3.34
H -1.15 2.15 -3.14
Cl -2.33 1.45 2.35
C -1.76 1.31 4.03
C -2.24 0.04 4.69
Cl -4.00 0.04 4.96
H -2.10 2.19 4.57
H -0.67 1.33 4.00
H -1.77 -0.07 5.67
H -1.99 -0.84 4.09
Cl -6.24 6.08 -1.22
C -5.61 4.42 -1.13
C -4.14 4.34 -1.49
Cl -3.85 4.68 -3.22
H -6.21 3.80 -1.79
H -5.76 4.08 -0.11
H -3.77 3.34 -1.30
H -3.55 5.04 -0.90